1.
Below is C19H34F2I4N3 as an isolated structure, with properties calculated with ωB97M-V/def2-TZVPD.

Properties
HOMO level, eV: -11.39
Charge: +1
2S+1: 1
HOMO-LUMO gap, Ha: 0.3118

Last column: Löwdin charge in e.
Element x y z (Å)
I  5.41  1.37  -0.52  0.906
I  2.98  2.44  2.10  0.926
I  -0.16  0.58  2.90  1.184
I  -1.72  -3.52  0.52  1.126
F  -1.04  1.71  -1.67  -0.016
F  -0.47  4.06  2.19  -0.085
N  0.99  -0.46  -0.59  0.035
N  1.59  -2.41  -2.68  0.032
N  0.32  2.19  0.05  0.022
C  2.05  0.56  -0.27  -0.309
C  2.85  0.52  1.05  -0.683
C  -0.48  -0.19  -0.21  -0.245
C  -2.09  1.84  0.37  -0.121
C  1.47  -1.84  -0.34  -0.144
C  -2.21  3.34  0.72  -0.139
C  -1.09  -1.87  1.69  -0.757
C  -1.18  -2.26  3.12  -0.268
C  -0.67  -0.70  1.24  -0.550
C  -3.38  0.15  -2.56  -0.065
C  -1.82  3.78  2.12  -0.228
C  -1.29  -0.80  -1.37  -0.142
C  -2.84  -0.83  -1.50  -0.380
C  4.63  -1.35  0.69  -0.149
C  -0.79  1.37  -0.29  -0.395
C  2.38  -2.27  -1.46  -0.248
C  -3.78  -0.79  -0.27  -0.097
C  1.52  1.90  -0.72  -0.200
C  4.35  0.13  0.86  -0.864
H  2.15  -2.82  -3.42  0.090
H  -3.31  -0.66  0.70  0.044
H  -0.94  -1.80  -1.52  0.030
H  1.87  -2.02  0.64  0.122
H  -2.87  1.69  -0.35  0.092
H  1.34  1.76  -1.80  0.138
H  3.19  -1.58  -1.65  0.099
H  2.49  -0.18  1.78  0.030
H  -4.48  0.03  -0.38  0.077
H  -3.26  3.59  0.62  0.123
H  2.84  -3.22  -1.19  0.131
H  3.94  -1.99  1.23  0.078
H  -1.51  -3.28  3.24  0.034
H  0.96  -0.43  -1.62  0.157
H  4.76  -1.67  -0.34  0.049
H  -3.01  -0.11  -3.54  0.087
H  -2.11  3.04  2.85  0.083
H  2.29  2.66  -0.67  0.081
H  4.79  0.38  1.82  0.020
H  0.12  3.16  -0.15  0.122
H  -4.38  -1.68  -0.20  0.066
H  -1.90  -1.64  3.64  0.064
H  -3.07  -1.77  -1.97  0.111
H  -2.34  4.70  2.34  0.120
H  -0.95  -0.36  -2.31  0.125
H  -3.24  1.19  -2.30  0.065
H  -1.71  3.98  -0.01  0.120
H  5.60  -1.54  1.14  0.085
H  2.82  0.38  -1.02  0.085
H  -2.41  1.28  1.24  0.079
H  0.76  -2.98  -2.53  0.076
H  -4.45  -0.02  -2.58  0.082
H  0.67  -2.57  -0.43  0.036
H  -0.21  -2.19  3.60  0.053


2.
Below is C2H5Br2OP as an isolated structure, with properties calculated with ωB97M-V/def2-TZVPD.

Properties
HOMO level, eV: -10.34
2S+1: 1
HOMO-LUMO gap, Ha: 0.3975

Last column: Löwdin charge in e.
Element x y z (Å)
Br  -2.48  -1.74  0.18  0.689
Br  -1.21  2.12  -0.53  0.366
P  -0.30  0.37  0.47  0.222
O  -0.87  0.28  1.87  -0.453
C  1.58  0.65  0.25  -0.187
C  -0.93  -1.00  -0.56  -0.853
H  2.00  0.59  1.26  0.048
H  1.96  1.51  -0.37  0.064
H  -0.13  -1.77  -0.59  0.038
H  -1.28  -0.75  -1.61  0.044
H  1.68  -0.27  -0.36  0.022


3.
Below is a 2-piece molecular cluster, CN5O2 overall, with properties calculated with ωB97M-V/def2-TZVPD.

Properties
HOMO level (spin up / spin down), eV: -3.81 / -3.81
Charge: -1
2S+1: 1
HOMO-LUMO gap (spin up / spin down), Ha: 0.2551 / 0.2549

Last column: Löwdin charge in e.
Element x y z (Å)
O  -0.07  1.37  1.52  0.030
O  0.41  -0.72  1.29  0.013
N  -2.41  -0.39  -0.06  0.175
N  -0.19  0.31  0.99  -0.481
N  1.69  -1.23  -1.67  -0.014
N  0.76  0.82  -1.02  -0.003
N  1.26  -0.18  -1.39  -0.524
C  -1.44  0.01  0.35  -0.196


no.,molecular weight (g/mol)
1,850.1
2,235.8
3,114.0